DFT (the ωB97M-V functional and the def2-TZVPD basis) results for 17 unconnected molecules or ions with the total composition C68H170O34 in a non-equilibrium geometry.

Properties
Electronic energy = -5250.2003 Ha
ΔE to the lowest compared entry with this formula, charge and spin = 20.65 kJ/mol
Frontier orbital gap = 9.6 eV

```
272
C68H170O34 (the ωB97M-V functional and the def2-TZVPD basis)
O 2.5203 -5.0913 -0.2963
O -2.1351 4.6379 -3.9774
O -1.9431 3.4752 4.4186
O -0.0048 -1.4654 0.8827
O 5.7469 1.7029 3.4745
O -0.3275 -0.5529 -5.5062
O -4.0485 6.2410 0.9691
O 1.6761 7.6468 -2.4636
O -1.3875 1.0227 0.3419
O 3.5409 3.4944 -4.3895
O -4.3678 -6.5066 3.0820
O 2.5440 -1.8818 5.5542
O 3.1551 -2.5373 -3.6718
O -0.4628 5.0909 -6.4396
O 2.9727 1.1260 2.8481
O -1.5564 -6.5549 -1.0296
O 5.9470 -2.1801 0.7442
O -2.2174 -1.8870 4.4965
O -1.3708 -3.9342 -2.6414
O -3.5584 8.0850 -1.3946
O 5.3291 -2.5234 5.4412
O -2.3747 1.1245 -6.7876
O -5.7590 0.0360 3.1846
O 2.2352 1.3948 -2.4456
O -3.5923 5.3559 5.9651
O -3.8054 -0.2071 -2.8245
O -5.9751 -0.8011 -4.7488
O 5.0504 -4.3533 -5.2608
O 4.4127 -6.5263 1.6996
O 7.9087 -1.6370 3.0185
O 0.3245 5.8886 -0.3200
O -6.2460 1.6033 0.5704
O -4.6364 -4.2411 1.2132
O -1.9216 -1.0902 8.0652
C -1.0349 1.8810 -0.7546
C 3.2358 -1.8570 -2.4309
C -0.0756 -4.3959 -2.4711
C 0.9009 -2.5143 0.8389
C 2.0286 -6.3669 -0.5071
C 3.4731 -3.9031 -3.5468
C -1.8420 -1.9589 6.8667
C -1.4834 4.7779 4.7762
C -6.0114 -1.0499 4.0708
C -4.9147 8.0628 -1.1231
C -2.3479 -1.1673 5.6961
C 4.4700 -5.1193 1.2983
C 5.4631 -7.3595 1.1571
C -5.0968 0.4167 -2.8625
C 3.2009 1.9928 -1.6419
C -2.6034 -5.5664 -1.2899
C -1.1210 6.1196 -5.7357
C 0.7303 5.4636 -7.0676
C 7.3321 -2.3368 0.7371
C 4.5873 2.2332 4.1318
C -5.4875 -6.3513 2.2648
C -1.9912 3.2350 -4.2929
C -2.1836 5.2318 6.0446
C 5.4130 -0.8881 0.7271
C -0.6647 -1.2306 -0.3024
C -1.0317 -1.4468 9.0835
C -2.3906 -4.8896 -2.6046
C 0.2548 5.8298 -1.7003
C -2.3649 5.5054 -5.0857
C 8.7599 -1.8901 4.1207
C 1.6531 2.2793 -3.3800
C -3.9714 -7.8309 3.3018
C 4.2573 3.7459 -5.5779
C 3.4307 2.3770 3.2178
C -2.7337 7.7486 -0.3208
C 5.3036 -3.8917 5.0385
C -6.5765 -0.8294 -5.9870
C 2.1585 1.0913 1.7033
C 4.7624 -1.6690 4.4436
C -2.2093 -0.2462 -6.9349
C 2.4284 2.6486 -4.6668
C 1.1226 4.8916 0.2154
C -5.6413 -4.8285 2.0468
C -0.8996 -1.8804 3.9232
C 7.9881 -2.7007 2.0464
C -1.4009 1.9629 -7.4285
C 3.2461 -1.8028 4.3394
C -2.8628 6.3204 0.2060
C 3.9161 -4.9078 -0.1383
C 0.1957 -1.1871 -4.3504
C -3.4356 -3.8818 1.8379
C -5.1135 0.9111 1.0223
C 1.5817 6.2189 -2.3818
C -1.8437 -7.3704 0.1248
C 6.8446 1.7294 4.3248
C -7.0942 2.0242 1.6547
C -5.3876 -0.3178 1.8209
C -3.8516 -1.5536 -2.4483
C -4.0335 6.2193 4.9799
C 3.7234 -4.5096 -4.9326
C -1.7111 -0.8693 -5.6559
C -5.6733 0.5285 -4.2529
C 5.4686 -4.5876 -6.6069
C -4.5323 4.9106 1.1562
C -1.3343 2.9965 3.2443
C 2.6013 -0.8029 6.4159
C 2.0702 8.2672 -1.2053
C -1.7700 -0.3023 -0.0703
H 5.4166 -8.2839 1.6866
H 1.5314 5.5750 -6.3249
H 1.8390 -1.0259 7.1554
H -2.4026 2.6730 -3.4352
H -6.5984 1.0819 -4.3063
H -2.6089 3.0122 -5.1726
H 2.6627 -7.1423 -0.0739
H 5.5771 -3.9872 3.9737
H 1.3215 8.0604 -0.4397
H -4.5456 1.5183 1.7282
H 1.9646 -6.5732 -1.5745
H 8.6325 -2.9070 4.4941
H 4.5940 2.7858 -6.0292
H -5.2423 -6.7999 1.3064
H 2.2056 9.3147 -1.4285
H -2.1140 -5.6786 -3.3014
H -0.4103 4.8147 4.9559
H 4.3540 1.5456 4.9735
H -5.8011 -0.1216 -2.2057
H 3.0679 7.9333 -0.8924
H -4.4873 -0.9625 1.8342
H 5.7075 -0.3977 -0.1801
H 2.2546 0.0884 5.8772
H -2.8681 4.8716 -5.8223
H -1.7320 1.7303 -1.5829
H 5.2580 -3.7599 -7.2891
H -6.4727 2.5904 2.3458
H 0.9461 4.7820 1.2896
H 2.9648 -0.9272 3.7429
H 1.2713 -0.9523 -4.3238
H 0.0161 -0.8291 -1.0924
H -3.9617 -8.4504 2.3970
H 0.0602 -4.7002 -1.4099
H 4.7982 3.2422 4.5483
H -6.3846 -6.8030 2.6878
H 4.1972 -1.9850 -1.9437
H -2.3834 -0.7007 0.7669
H -2.8163 -1.9005 -2.4107
H -5.2160 -1.7910 4.1030
H 1.8250 3.1845 -5.3953
H 3.6180 1.3194 -0.8951
H 2.8948 -0.8338 -2.5535
H -5.1347 8.5894 -0.1859
H 2.4773 1.8721 1.0398
H -0.2211 -0.8069 -3.4074
H 2.6423 2.9386 3.7616
H -6.9729 -1.5581 3.8895
H -2.8756 5.6840 -0.6959
H -4.4618 0.6286 0.1857
H -3.4145 -1.0607 5.8270
H 7.8504 -1.4325 0.4076
H 0.8996 3.9252 -0.2268
H 0.3481 -3.4922 0.7448
H -4.4952 -2.0905 -3.1376
H -6.5396 -4.7047 1.4414
H -2.7834 -4.7530 2.0250
H -0.4563 6.5016 -4.9562
H -1.0687 2.8880 -0.3787
H -1.4850 1.9582 -8.5324
H 1.1043 1.3192 1.9447
H -5.4622 5.0245 1.7149
H 5.3064 -7.5395 0.1014
H -2.9601 -3.2546 1.0740
H 5.0686 -5.5389 -6.9626
H 8.5168 -1.1656 4.9177
H 4.4700 -5.5467 -0.8483
H -5.9231 -0.3969 -6.7569
H -6.1713 -0.9804 1.4509
H -7.7715 2.6563 1.1339
H -3.1614 -0.6639 -7.2632
H -0.0672 4.8601 -2.0572
H -1.7333 5.5267 4.0015
H -0.9799 2.9812 -4.5732
H 4.3253 -1.0370 0.6916
H -5.1798 6.9974 -1.0651
H 9.8138 -1.6918 3.9106
H -3.8347 4.2519 1.6404
H -0.4007 1.5268 -7.2805
H 5.3511 -1.8234 3.5338
H 2.6720 -4.5204 -3.1257
H 4.0768 2.2766 -2.2012
H 2.1827 0.0763 1.3022
H 2.7305 1.6862 -5.1277
H 6.9291 2.7447 4.7569
H 3.7988 2.9415 2.3076
H -1.2133 -2.1043 -0.6885
H 2.6534 -2.3890 -1.7108
H 2.8628 2.8955 -1.1288
H -2.3139 -6.8740 0.9543
H 5.5819 -0.3742 1.6520
H -1.9017 2.1353 2.8907
H -5.0961 6.3190 5.1112
H 5.0319 -0.6396 4.7551
H 5.1389 4.3616 -5.3501
H -3.3309 -4.3968 -2.9134
H 5.9566 -4.4888 5.6694
H 6.7705 1.0844 5.2105
H 7.5059 -3.1784 0.0870
H 3.6014 -0.6918 6.8696
H 7.5189 -3.5779 2.4557
H -3.5774 -6.0769 -1.2804
H -6.7828 -1.8666 -6.1919
H -4.7151 -8.2381 3.9978
H 0.6576 6.3902 -7.6166
H 0.2254 -5.1551 -3.2107
H -0.1915 -2.1988 4.6882
H 9.0438 -2.9573 1.8309
H 7.7545 1.4572 3.8000
H -5.4756 8.5095 -1.9813
H -5.6169 -4.3147 3.0074
H 0.5318 -3.5039 -2.6439
H -1.7592 6.2124 6.3397
H -1.8761 -1.9669 -5.7636
H -1.7259 7.9343 -0.6873
H 1.0504 -6.3197 -0.0727
H 4.0828 -3.8457 -0.3214
H -1.9830 4.5032 6.8271
H -4.2641 -1.6024 -1.4394
H -0.2835 2.7237 3.3959
H 2.1724 5.0919 0.0405
H 2.9966 -2.7507 3.9041
H 0.7808 1.7163 -3.7219
H -2.9928 -7.8278 3.8126
H -1.5828 2.9754 -7.0535
H -3.5088 7.1870 4.9990
H -3.6576 -3.3541 2.7392
H 3.6314 4.3293 -6.2998
H -1.4451 -0.4532 -7.6821
H 1.3297 3.1891 -2.8372
H -2.6297 -4.9272 -0.4333
H 3.3892 -5.5471 -4.9470
H 5.4608 -4.6609 1.3978
H -0.0128 -1.4065 8.6347
H -2.9825 6.2921 -4.6586
H -1.9969 6.1000 0.8695
H -0.8775 -2.6224 3.1245
H 6.5416 -4.6694 -6.4533
H 0.1058 -2.2770 -4.3310
H -4.9920 1.4465 -2.4392
H 3.0996 -3.9251 -5.6293
H 1.6261 5.8413 -3.4136
H -1.4006 6.9066 -6.4264
H -0.8833 -7.7470 0.4650
H -3.8370 5.8364 3.9491
H -4.8304 4.4486 0.2216
H 6.3848 -6.7978 1.2452
H -0.7921 -2.2194 6.6963
H 1.5915 -2.5061 -0.0222
H 1.4438 -2.5107 1.8045
H -2.3056 -0.5177 -4.8054
H -1.0912 -2.4721 9.4636
H 2.4440 5.8557 -1.8104
H -2.3777 -0.2920 -1.0013
H 3.7409 -4.6736 1.9815
H -1.2512 3.7514 2.4382
H -0.4491 6.6028 -1.9800
H -7.5118 1.2268 2.2518
H -0.7009 -0.9010 3.4468
H -2.6449 -8.0292 -0.1565
H -2.9835 8.4164 0.5128
H -1.8433 -0.2097 5.6189
H 0.8579 4.7215 -7.8147
H -7.4252 -0.1785 -6.0695
H 4.3146 -3.9425 -2.8579
H -4.8890 0.8822 -4.9155
H -2.4774 -2.8474 6.9138
H 4.2705 -4.2421 5.1459
H -6.0038 -0.6661 5.0915
H -1.1018 -0.7557 9.9374
H -0.0630 1.6250 -1.1878
```